(1)
Below is a 8-piece molecular cluster, C30H62BrO15PS7 overall, with properties calculated with the ωB97M-V functional and the def2-TZVPD basis.

Structure (ORCA input):
```
! RIJCOSX wB97M-V def2-TZVPD def2/J DEFGRID3
* xyz 0 1
C 1.313 2.600 -5.887
O 4.002 0.784 -5.244
O 1.157 -4.797 5.316
C 2.414 0.331 2.168
H -0.393 -6.956 1.802
C 1.141 2.803 -4.376
H -2.500 -0.049 -1.478
S 0.659 -5.106 6.632
C 0.500 -6.447 1.434
H 2.968 3.989 -6.126
O 4.707 3.032 -4.391
H -4.612 -2.699 -3.521
H -6.620 -3.952 -2.871
C 0.348 -6.141 -0.063
H 1.627 -4.653 1.934
C -0.878 0.600 -0.137
S -2.316 2.315 -1.488
H 0.450 2.071 0.788
H -8.021 -3.220 -0.979
C 6.251 0.134 -1.865
H -3.810 6.636 -3.168
O -1.821 -4.183 2.041
H -2.078 7.747 0.057
S -4.439 -2.963 -1.164
H 1.310 -5.818 -0.466
H 3.128 2.526 -7.137
C 6.941 2.331 -1.045
H 7.044 -0.446 -1.393
H 3.399 0.265 1.715
H 1.162 3.872 -4.149
H 1.946 -2.628 3.814
H -1.274 -5.839 5.492
H -1.335 5.539 -2.735
H -3.151 8.935 -2.557
S 3.676 2.135 -4.856
H 0.403 -3.516 8.359
H -1.697 -5.382 -0.276
H -2.028 -3.485 6.531
O -0.028 8.633 -2.612
C -1.969 8.334 -0.855
C -3.190 8.190 -1.760
H 0.192 2.413 -4.020
C -1.555 -3.857 7.441
Br 1.192 1.525 4.604
O -1.848 2.199 -2.851
H -1.385 3.946 -0.017
H -0.468 -4.344 -1.032
O -3.565 2.981 -1.198
C 0.650 -5.096 2.125
C -1.003 3.048 -0.495
H -2.826 -5.638 7.399
O -3.656 -1.916 -0.555
H -1.993 -3.320 8.281
S -0.574 -4.064 1.326
H -1.713 9.362 -0.611
O -0.001 -2.765 1.063
C -7.092 -2.689 -1.175
H 1.635 0.542 1.442
H -1.488 -5.720 8.547
C -5.971 -3.186 -0.251
C -0.596 1.966 0.513
C 2.504 1.482 3.102
H 7.665 1.416 -2.901
C 5.681 2.141 -0.188
C -2.281 0.702 -0.729
C 6.746 1.504 -2.324
H -0.187 3.308 -1.166
H 3.351 -1.158 3.767
O 0.178 6.779 -0.939
O 3.246 2.399 3.039
H -1.530 6.899 -3.868
S -0.630 7.608 -1.799
H 7.100 3.384 -1.270
O 5.202 -0.376 0.519
H -0.150 0.410 -0.930
H -0.691 -7.065 6.654
C -6.616 -2.889 -2.621
C -1.663 6.571 -2.839
C -0.679 -5.009 -0.198
H -6.063 -4.247 -0.030
H 0.642 3.237 -6.461
S 5.040 0.513 -0.608
H 4.909 2.868 -0.431
C -3.101 6.778 -2.355
H -1.186 2.070 1.426
O 3.748 0.669 -1.238
H -0.812 -0.220 0.577
C -5.190 -2.350 -2.669
H 2.161 -2.066 1.841
H 1.097 1.562 -6.149
C 2.772 2.919 -6.187
C -0.041 -3.624 7.372
H 0.226 -2.772 6.752
H -5.172 -1.261 -2.624
H 2.105 1.059 -3.461
H 7.817 1.974 -0.500
P 2.133 -1.389 3.067
H 0.460 -5.113 3.195
H 2.634 2.607 -2.774
C -0.884 -6.006 6.497
H 1.358 -7.088 1.632
H -5.905 -2.621 0.674
H -7.258 -2.375 -3.334
O -3.862 -4.256 -1.432
O 1.495 -5.763 7.602
C 2.317 2.102 -3.682
H -7.275 -1.629 -0.995
H 5.886 2.164 0.879
H -3.042 0.685 0.048
H 0.035 -7.018 -0.627
C -1.781 -5.372 7.554
H 5.772 -0.446 -2.651
H -4.114 8.340 -1.205
H 0.857 -0.969 3.498
H 5.992 1.984 -2.949
H -3.337 6.042 -1.584
*
```

Output
structure (SMILES)	O=C(Br)C[PH4].O=S1(=O)CCCC1.O=S1(=O)CCCC1.O=S1(=O)CCCC1.O=S1(=O)CCCC1.O=S1(=O)CCCC1.O=S1(=O)CCCC1.O=S1(=O)CCCC1
ΔE to the lowest compared entry with this formula, charge and spin	0.000	eV
E_LUMO	0.40	eV
frontier orbital gap	8.44	eV

---

(2)
Below is C12H12BrINO2PdS as an isolated structure, with properties calculated with the ωB97M-V functional and the def2-TZVPD basis.

Structure (ORCA input):
```
! RIJCOSX wB97M-V def2-TZVPD def2/J DEFGRID3
* xyz -2 2
C 2.171 -2.948 0.475
H -4.055 2.751 2.060
H 0.816 2.456 -0.212
H -6.202 1.761 -1.528
H 2.480 2.521 1.456
H 1.227 3.771 1.576
Br 2.671 -6.222 2.911
O -1.833 1.274 -1.472
C 3.647 -4.772 -0.050
H 2.800 4.157 0.840
H -6.218 2.620 0.850
C -5.294 2.330 0.362
H 4.923 -4.481 -1.757
C 2.036 3.384 0.948
O 1.575 3.053 -0.346
I 0.650 -2.008 1.607
C 2.682 -2.216 -0.596
H 4.064 -2.201 -2.232
C -5.293 1.859 -0.950
N -2.913 1.602 -0.859
H 2.279 -1.221 -0.772
C 4.151 -4.049 -1.129
C -2.869 2.042 0.454
C -4.094 1.505 -1.516
C -4.098 2.409 1.036
C 3.669 -2.770 -1.398
C 2.665 -4.196 0.723
Pd -0.286 0.106 0.559
S -1.389 2.116 1.282
H 4.012 -5.761 0.198
H -3.975 1.129 -2.521
*
```

Output
E_LUMO (alpha / beta)	4.60 / 4.60	eV
expectation value of S²	0.76
frontier orbital gap (alpha / beta)	5.92 / 5.94	eV